No. 1
Molecular formula: C38H32ClN4O3S2SbV
Method: DFT, ωB97M-V/def2-TZVPD

The geometry in XYZ format:
```
82
C38H32ClN4O3S2SbV ωB97M-V/def2-TZVPD
V -0.428 0.814 -1.444
N 0.367 2.871 -1.496
C -0.580 3.652 -2.313
C -1.962 3.031 -2.128
O -2.969 3.703 -1.951
N -1.886 1.688 -2.164
C -2.998 0.919 -1.663
C -1.625 -0.177 0.271
O -0.653 -1.133 0.190
O -1.028 1.050 0.231
H 0.204 3.074 -0.511
H 1.325 3.112 -1.705
H -0.297 3.559 -3.361
H -0.614 4.706 -2.033
H -3.695 0.642 -2.458
H -3.545 1.516 -0.920
S 0.071 -2.263 -2.331
C 0.806 -2.902 -3.715
N 1.297 -3.333 -4.667
C -2.386 0.190 -6.446
C -2.600 -0.966 -5.701
C -1.802 -1.248 -4.609
C -0.803 -0.362 -4.185
C -0.009 -0.556 -2.965
C 1.132 0.292 -2.728
C 1.469 1.281 -3.719
C 0.650 1.556 -4.753
C -0.529 0.761 -5.004
C -1.336 1.019 -6.117
H -3.016 0.411 -7.299
H -3.385 -1.657 -5.985
H -1.940 -2.177 -4.076
H 1.944 -0.111 -2.124
H 2.410 1.814 -3.618
H 0.889 2.339 -5.465
H -1.107 1.879 -6.737
S 2.657 -1.792 -0.105
Sb 1.452 -0.890 1.577
C 3.049 -0.920 3.070
C 3.859 0.155 3.419
C 4.906 -0.001 4.321
C 5.162 -1.241 4.886
C 4.360 -2.324 4.549
C 3.317 -2.158 3.652
C 1.473 1.255 1.571
C 2.474 1.837 0.802
C 2.697 3.209 0.862
C 1.905 4.003 1.679
C 0.893 3.423 2.435
C 0.685 2.051 2.393
C 0.215 -1.765 3.098
C 0.172 -1.160 4.346
C -0.504 -1.780 5.388
C -1.104 -3.014 5.189
C -1.037 -3.624 3.945
C -0.385 -2.997 2.894
H 3.675 1.133 2.990
H 5.525 0.850 4.583
H 5.981 -1.364 5.583
H 4.550 -3.297 4.987
H 2.695 -3.011 3.397
H 3.100 1.207 0.176
H 3.501 3.650 0.284
H 2.083 5.070 1.738
H 0.266 4.043 3.064
H -0.102 1.609 2.991
H 0.693 -0.225 4.519
H -0.541 -1.305 6.361
H -1.633 -3.496 6.002
H -1.511 -4.585 3.784
H -0.339 -3.451 1.912
Cl -4.446 -1.438 2.974
C -3.355 -1.406 1.589
C -3.382 -2.575 0.785
C -3.191 -2.589 -0.593
C -2.961 -1.507 -1.416
N -2.470 -0.287 -1.046
C -2.650 -0.281 1.387
H -3.718 -3.488 1.260
H -3.370 -3.529 -1.102
H -3.210 -1.594 -2.465
H -2.805 0.609 1.982
```

Its strongest force on any atom is 2.21 eV Å⁻¹. As for the HOMO energy (spin up / spin down): -3.10 / -3.11 eV. As for the net charge: -1.

Results of the Mulliken charge analysis, in e, for atoms 1 through 4: -0.5335, -0.1453, -0.7392, 0.6047

No. 2
Molecular formula: C38H32F5N5O12P2SeZr
Method: DFT, ωB97M-V/def2-TZVPD

The geometry in XYZ format:
```
96
C38H32F5N5O12P2SeZr ωB97M-V/def2-TZVPD
Zr -0.114 0.398 -0.810
C -3.943 1.200 -0.170
C -2.741 0.348 0.179
O -2.096 -0.162 -0.823
C -2.451 0.056 1.493
C -1.383 -0.850 1.778
C -1.508 -1.866 2.886
N -0.408 -0.880 0.923
N 0.431 -1.974 0.887
C 0.867 -2.187 -0.328
O 0.547 -1.454 -1.348
C 1.629 -3.442 -0.518
C 2.273 -4.046 0.559
C 2.952 -5.237 0.389
C 2.978 -5.854 -0.853
C 2.338 -5.260 -1.928
C 1.671 -4.059 -1.765
H -3.585 2.144 -0.579
H -4.526 0.705 -0.946
H -4.568 1.397 0.697
H -3.094 0.403 2.287
H -2.321 -1.611 3.559
H -1.694 -2.844 2.439
H -0.574 -1.931 3.436
H 2.229 -3.553 1.516
H 3.473 -5.686 1.225
H 3.512 -6.786 -0.985
H 2.365 -5.735 -2.900
H 1.172 -3.584 -2.596
O -1.312 3.824 -1.002
P -0.063 3.257 -0.203
O 0.479 4.302 0.685
O -0.472 1.936 0.440
O 0.980 2.943 -1.413
P 2.095 1.758 -1.540
O 1.375 0.986 -2.806
O 3.414 2.307 -1.844
O 1.833 0.827 -0.370
H -1.567 3.165 -1.680
H 2.031 0.386 -3.218
C -5.530 1.983 4.914
C -4.209 2.690 4.995
C -3.740 3.198 6.197
C -2.525 3.852 6.265
C -1.738 4.007 5.125
N -0.513 4.660 5.253
C 0.389 4.965 4.227
O 0.883 6.076 4.197
N 0.713 3.986 3.343
C 0.808 2.609 3.476
C 0.428 1.869 4.594
C 0.664 0.502 4.607
C 1.280 -0.081 3.513
N 1.677 0.618 2.460
C 1.460 1.911 2.438
C -2.213 3.520 3.908
C -3.431 2.876 3.857
H -5.979 1.889 5.901
H -5.410 0.986 4.491
H -6.218 2.534 4.273
H -4.335 3.087 7.094
H -2.180 4.249 7.211
H -0.480 5.346 5.997
H 0.929 4.297 2.384
H -0.008 2.339 5.462
H 0.386 -0.085 5.471
H 1.525 -1.134 3.479
H 1.868 2.449 1.592
H -1.651 3.653 2.998
H -3.781 2.521 2.901
O -2.759 2.362 -3.566
C -1.840 1.572 -3.362
O -1.132 1.548 -2.290
C -1.432 0.578 -4.417
C -1.508 0.916 -5.762
C -1.050 0.033 -6.722
C -0.515 -1.186 -6.339
C -0.450 -1.532 -4.998
C -0.908 -0.653 -4.033
H -1.913 1.879 -6.033
H -1.093 0.299 -7.771
H -0.136 -1.866 -7.087
H -0.025 -2.484 -4.715
H -0.891 -0.907 -2.973
F 5.576 -5.729 -6.491
C 5.057 -4.786 -5.661
C 5.444 -4.728 -4.323
F 6.338 -5.641 -3.872
C 4.940 -3.758 -3.485
F 5.367 -3.742 -2.209
C 4.012 -2.779 -3.913
Se 3.368 -1.453 -2.769
C 3.634 -2.890 -5.270
F 2.736 -2.017 -5.773
C 4.136 -3.851 -6.123
F 3.747 -3.896 -7.422
```

Its strongest force on any atom is 3.12 eV Å⁻¹. As for the HOMO energy: -2.05 eV. As for the net charge: -2.

Results of the Mulliken charge analysis, in e, for atoms 1 through 4: -0.0812, -1.5482, 1.0822, -0.6064

No. 3
Molecular formula: C38H32N9O7S2Tl
Method: DFT, ωB97M-V/def2-TZVPD

The geometry in XYZ format:
```
89
C38H32N9O7S2Tl ωB97M-V/def2-TZVPD
Tl 0.986 0.616 -0.045
N 1.303 -1.635 -4.628
C 1.792 -1.353 -3.366
S 2.444 0.200 -3.091
N 1.706 -2.387 -2.544
N 1.829 -2.098 -1.240
C 2.162 -3.058 -0.449
C 2.539 -4.430 -0.906
C 3.708 -5.022 -0.430
C 4.089 -6.294 -0.834
C 3.298 -7.007 -1.725
C 2.134 -6.425 -2.214
C 1.761 -5.148 -1.817
C 2.140 -2.794 1.021
C 2.000 -3.860 1.920
C 1.927 -3.611 3.278
C 1.987 -2.305 3.732
C 2.104 -1.306 2.782
N 2.183 -1.533 1.474
H 1.663 -1.049 -5.359
H 1.201 -2.615 -4.839
H 4.335 -4.469 0.261
H 5.005 -6.731 -0.452
H 3.583 -8.007 -2.030
H 1.510 -6.973 -2.911
H 0.864 -4.693 -2.207
H 1.924 -4.871 1.545
H 1.817 -4.433 3.976
H 1.916 -2.064 4.786
H 2.148 -0.259 3.077
C 0.537 5.748 -4.058
C 1.094 5.354 -2.710
C 1.764 4.147 -2.536
C 2.284 3.794 -1.299
C 2.136 4.653 -0.220
C 1.461 5.860 -0.369
C 0.944 6.202 -1.613
S 2.668 4.110 1.394
O 2.766 5.316 2.202
O 3.888 3.365 1.202
N 1.525 3.104 1.776
C 0.252 3.516 2.102
C -0.075 4.678 2.852
C -1.390 4.933 3.171
C -2.395 4.055 2.762
C -1.999 2.954 2.028
N -0.736 2.689 1.697
H 0.749 4.988 -4.811
H 0.971 6.694 -4.395
H -0.547 5.886 -4.009
H 1.878 3.460 -3.370
H 2.796 2.846 -1.169
H 1.348 6.508 0.491
H 0.409 7.140 -1.736
H 0.725 5.334 3.162
H -1.644 5.819 3.744
H -3.437 4.219 3.009
H -2.735 2.234 1.672
N -2.962 -2.640 -2.430
C -3.240 -1.694 -3.355
O -3.897 -1.917 -4.367
C -2.716 -0.325 -3.044
C -3.384 0.802 -3.498
C -2.895 2.055 -3.164
C -1.743 2.135 -2.389
N -1.084 1.055 -1.981
C -1.553 -0.145 -2.311
H -3.284 -3.573 -2.604
H -2.480 -2.458 -1.554
H -4.278 0.680 -4.098
H -3.408 2.957 -3.479
H -1.328 3.093 -2.085
H -0.981 -0.988 -1.936
O -2.322 -3.135 0.600
C -1.796 -2.057 0.948
O -1.039 -1.314 0.276
C -2.160 -1.561 2.346
C -1.571 -0.424 2.881
C -1.947 0.063 4.130
C -2.926 -0.587 4.859
C -3.509 -1.723 4.312
C -3.143 -2.215 3.071
N -4.550 -2.421 5.078
O -5.163 -3.318 4.536
O -4.754 -2.070 6.227
H -0.833 0.103 2.291
H -1.490 0.967 4.517
H -3.258 -0.228 5.822
H -3.599 -3.107 2.666
```

Its strongest force on any atom is 0.49 eV Å⁻¹. As for the HOMO energy: -2.52 eV. As for the net charge: -2.

Results of the Mulliken charge analysis, in e, for atoms 1 through 4: 0.7783, -0.4232, 0.0968, -0.4154

Which value of net charge does entry 1 give? -1